(1)
This record from the OMol25 dataset describes an isolated ion of composition C2H5NO4P and charge -1 in a non-equilibrium geometry. The level of theory is the ωB97M-V functional and the def2-TZVPD basis.

Calculated values
* SMILES: CC(=O)O[P@@](N)(=O)[O-]
* frontier orbital gap: 9.745 eV
* net charge: -1
* LUMO energy: 4.094 eV

Each line ends with the Mulliken charge.
CARTESIAN COORDINATES (ANGSTROEM)
C: -0.516 -1.532 0.356  0.775
C: -0.719 -1.483 -1.147  -0.942
N: 0.557 2.108 1.422  -0.630
O: 2.115 0.565 -0.251  -0.717
O: -1.044 -2.337 1.133  -0.669
O: 0.237 -0.544 0.851  -0.321
O: -0.385 1.319 -0.808  -0.761
P: 0.729 0.968 0.125  0.893
H: 0.271 -1.417 -1.599  0.311
H: -1.432 -2.325 -1.298  0.282
H: -1.314 -0.545 -1.320  0.254
H: 1.473 2.465 1.728  0.256
H: 0.028 2.759 0.809  0.269

Forces on atoms 1 to 2 (eV/Å):
C -0.534 0.664 1.365
C -1.895 -0.080 1.381

=====

(2)
This record from the OMol25 dataset describes a 2-piece molecular cluster, C2H5NO4S overall in a non-equilibrium geometry. The level of theory is the ωB97M-V functional and the def2-TZVPD basis.

Calculated values
* frontier orbital gap: 10.235 eV
* net charge: 0
* LUMO energy: 0.761 eV

Each line ends with the Mulliken charge.
CARTESIAN COORDINATES (ANGSTROEM)
C: -0.772 0.983 1.889  0.255
C: 0.144 -1.420 -1.002  0.012
N: 1.406 -1.065 -0.520  -0.472
O: -0.192 -1.165 -2.296  -0.403
O: -0.220 2.097 1.449  -0.394
O: -0.333 1.190 -1.135  -0.621
O: -1.335 0.125 1.267  -0.482
S: -1.017 -0.081 -1.204  0.539
H: -0.567 0.897 3.031  0.295
H: -0.320 -2.291 -0.622  0.440
H: -0.490 2.433 0.555  0.367
H: 1.519 -0.028 -0.664  0.242
H: 2.175 -1.675 -0.747  0.222

Forces on atoms 1 to 2 (eV/Å):
C 0.696 -0.411 1.863
C 0.356 0.415 1.352

=====

(3)
This record from the OMol25 dataset describes a single C2H5NOS molecule in a non-equilibrium geometry. The level of theory is the ωB97M-V functional and the def2-TZVPD basis.

Calculated values
* SMILES: CS/C=N/O
* frontier orbital gap: 9.597 eV
* net charge: 0
* LUMO energy: 0.916 eV

Each line ends with the Mulliken charge.
CARTESIAN COORDINATES (ANGSTROEM)
C: -1.477 1.164 0.017  -0.801
C: 0.450 -0.608 -0.038  -0.007
H: -0.994 1.481 0.941  0.262
H: -0.878 1.612 -0.792  0.262
H: -2.514 1.409 -0.074  0.334
H: 0.900 -1.585 0.011  0.356
H: 2.988 0.788 -0.023  0.339
N: 1.151 0.424 -0.062  -0.284
O: 2.459 0.028 0.050  -0.416
S: -1.317 -0.640 0.006  -0.046

Forces on atoms 1 to 2 (eV/Å):
C 0.962 -0.168 -0.118
C -1.929 -1.379 0.137

=====

(4)
This record from the OMol25 dataset describes a single C2H5NOS molecule in a non-equilibrium geometry. The level of theory is the ωB97M-V functional and the def2-TZVPD basis.

Calculated values
* SMILES: COC(N)=S
* frontier orbital gap: 9.283 eV
* net charge: 0
* LUMO energy: 0.806 eV

Each line ends with the Mulliken charge.
CARTESIAN COORDINATES (ANGSTROEM)
C: -0.668 -1.493 1.279  -0.643
C: 0.213 0.011 -0.374  0.542
H: -0.554 -2.598 1.440  0.220
H: -0.241 -1.012 2.158  0.320
H: -1.717 -1.189 1.200  0.313
H: 1.274 -0.957 -1.767  0.224
H: 1.249 0.734 -1.909  0.186
N: 1.041 -0.041 -1.381  -0.364
O: 0.035 -1.161 0.140  -0.377
S: -0.303 1.468 0.125  -0.422

Forces on atoms 1 to 2 (eV/Å):
C -0.785 -0.536 1.612
C -0.117 1.625 0.925

=====

(5)
This record from the OMol25 dataset describes C2H5NOS as an isolated structure in a non-equilibrium geometry. The level of theory is the ωB97M-V functional and the def2-TZVPD basis.

Calculated values
* frontier orbital gap (spin up / spin down): 8.035 / 6.125 eV
* net charge: 0
* LUMO energy (spin up / spin down): -0.037 / -0.604 eV

Each line ends with the Mulliken charge.
CARTESIAN COORDINATES (ANGSTROEM)
C: -0.904 1.364 1.028  -0.108
C: 1.267 -0.373 -1.310  -0.680
N: -1.256 0.088 0.575  -0.211
O: -0.772 0.194 1.879  -0.296
S: 0.107 -1.274 -0.516  0.013
H: -0.020 1.759 0.714  0.149
H: 0.879 0.146 -2.160  0.289
H: 2.111 0.230 -1.043  0.381
H: -2.305 -0.230 0.526  0.293
H: 0.894 -1.904 0.307  0.169

Forces on atoms 1 to 2 (eV/Å):
C -3.445 -1.663 0.991
C -0.960 0.422 -0.405

=====

(6)
This record from the OMol25 dataset describes a 2-piece molecular cluster, C2H5NOS overall in a non-equilibrium geometry. The level of theory is the ωB97M-V functional and the def2-TZVPD basis.

Calculated values
* frontier orbital gap: 9.792 eV
* net charge: 0
* LUMO energy: 0.184 eV

Each line ends with the Mulliken charge.
CARTESIAN COORDINATES (ANGSTROEM)
C: 0.464 0.142 -1.995  -0.785
C: -0.450 -0.345 0.573  0.494
H: -0.647 0.024 -2.249  0.256
H: 1.036 0.726 -2.830  0.281
H: 0.713 -0.897 -2.107  0.306
H: -0.833 -0.381 2.717  0.312
H: -0.141 1.014 2.261  0.263
N: 0.056 -0.349 1.938  -0.592
O: -1.133 -1.251 0.225  -0.485
S: 0.529 0.824 -0.289  -0.051

Forces on atoms 1 to 2 (eV/Å):
C -1.903 0.535 -1.682
C 1.416 -1.069 1.993

=====

(7)
This record from the OMol25 dataset describes a 2-piece molecular cluster, C2H5NOS overall in a non-equilibrium geometry. The level of theory is the ωB97M-V functional and the def2-TZVPD basis.

Calculated values
* frontier orbital gap: 9.526 eV
* net charge: 0
* LUMO energy: -0.335 eV

Each line ends with the Mulliken charge.
CARTESIAN COORDINATES (ANGSTROEM)
C: 0.744 0.060 -0.407  -0.488
C: 1.592 -0.868 0.090  -0.457
N: -3.016 -0.992 0.245  -0.200
O: -4.657 1.158 0.100  -0.480
S: -4.261 -0.444 -0.159  0.356
H: 0.980 1.056 -0.390  0.251
H: -0.188 -0.057 -0.828  0.206
H: 1.213 -1.858 0.133  0.223
H: 2.518 -0.703 0.552  0.263
H: -4.130 1.776 0.522  0.327

Forces on atoms 1 to 2 (eV/Å):
C 2.676 -1.765 1.350
C -2.971 0.871 -1.029

=====

(8)
This record from the OMol25 dataset describes a single C2H5NOS molecule in a non-equilibrium geometry. The level of theory is the ωB97M-V functional and the def2-TZVPD basis.

Calculated values
* SMILES: N=S1(=O)CC1
* frontier orbital gap: 9.627 eV
* net charge: 0
* LUMO energy: 0.681 eV

Each line ends with the Mulliken charge.
CARTESIAN COORDINATES (ANGSTROEM)
C: -1.138 -0.101 -0.189  -0.492
C: -0.299 -0.253 1.024  -0.383
N: 1.792 -0.516 -0.750  -0.625
O: 0.683 1.930 -0.344  -0.554
S: 0.579 0.495 -0.268  0.732
H: -1.605 -1.071 -0.504  0.253
H: -1.917 0.641 -0.491  0.294
H: -0.437 0.407 1.887  0.279
H: -0.095 -1.328 1.148  0.278
H: 2.437 -0.204 -1.513  0.218

Forces on atoms 1 to 2 (eV/Å):
C -2.277 -0.119 -2.943
C 0.728 0.540 1.840

=====

(9)
This record from the OMol25 dataset describes a 2-piece molecular cluster, C2H5NOS overall in a non-equilibrium geometry. The level of theory is the ωB97M-V functional and the def2-TZVPD basis.

Calculated values
* frontier orbital gap: 9.321 eV
* net charge: 0
* LUMO energy: 0.668 eV

Each line ends with the Mulliken charge.
CARTESIAN COORDINATES (ANGSTROEM)
C: -0.043 -1.293 -0.413  -0.251
C: -1.834 0.366 0.263  -0.751
N: -1.059 -0.759 -0.169  -0.047
O: 2.314 -0.828 -0.017  -0.455
S: 1.891 0.795 -0.008  -0.063
H: 1.633 -1.393 -0.264  0.522
H: -1.638 0.564 1.303  0.293
H: -2.842 0.246 0.047  0.279
H: -1.444 1.092 -0.321  0.367
H: 3.023 1.211 -0.421  0.107

Forces on atoms 1 to 2 (eV/Å):
C -2.945 -0.325 -0.157
C 0.833 -1.991 1.098

=====

(10)
This record from the OMol25 dataset describes a single C2H5NOSi molecule in a non-equilibrium geometry. The level of theory is the ωB97M-V functional and the def2-TZVPD basis.

Calculated values
* SMILES: CO[SiH2]C#N
* frontier orbital gap: 9.026 eV
* net charge: 0
* LUMO energy: -0.664 eV

Each line ends with the Mulliken charge.
CARTESIAN COORDINATES (ANGSTROEM)
C: 1.097 -0.326 -1.070  0.278
C: -0.887 1.168 0.194  -0.720
N: 1.604 -0.037 -2.070  -0.363
O: -1.281 -0.160 0.326  -0.538
Si: 0.447 -1.390 0.286  0.530
H: -0.456 1.358 -0.754  0.312
H: -0.096 1.316 0.969  0.263
H: -1.554 1.890 0.492  0.321
H: -0.167 -2.726 0.189  -0.046
H: 1.294 -1.094 1.438  -0.036

Forces on atoms 1 to 2 (eV/Å):
C 1.116 -1.406 -1.375
C 3.092 -1.481 1.745

=====

(11)
This record from the OMol25 dataset describes C2H5NS as an isolated structure in a non-equilibrium geometry. The level of theory is the ωB97M-V functional and the def2-TZVPD basis.

Calculated values
* frontier orbital gap: 8.804 eV
* net charge: 0
* LUMO energy: 0.357 eV

Each line ends with the Mulliken charge.
CARTESIAN COORDINATES (ANGSTROEM)
C: -1.410 -0.022 0.043  -0.686
C: 0.067 0.327 -0.006  -0.071
H: -2.234 0.969 -0.256  0.244
H: -1.642 -0.934 -0.580  0.261
H: -1.508 -0.411 1.432  0.205
H: 0.315 1.338 -0.066  0.444
H: 3.010 -0.746 -0.825  0.154
N: 0.993 -0.678 0.121  -0.375
S: 2.409 0.157 0.137  -0.175

Forces on atoms 1 to 2 (eV/Å):
C -1.622 0.755 2.767
C -0.206 -5.781 0.594

=====

(12)
This record from the OMol25 dataset describes a 2-piece molecular cluster, C2H5NS overall in a non-equilibrium geometry. The level of theory is the ωB97M-V functional and the def2-TZVPD basis.

Calculated values
* frontier orbital gap (spin up / spin down): 7.538 / 8.932 eV
* net charge: 0
* LUMO energy (spin up / spin down): -0.943 / 0.272 eV

Each line ends with the Mulliken charge.
CARTESIAN COORDINATES (ANGSTROEM)
C: 0.147 -2.495 0.025  -0.479
C: -0.147 -1.381 -0.566  -0.329
N: -0.171 2.649 0.323  -0.359
S: 1.090 1.806 -0.371  -0.118
H: -0.844 -2.835 0.467  0.191
H: 1.092 -2.826 0.180  0.329
H: 0.229 -0.552 -1.055  0.265
H: -0.543 2.497 1.218  0.247
H: -0.853 3.137 -0.220  0.253

Forces on atoms 1 to 2 (eV/Å):
C -4.692 1.617 0.144
C -0.403 -0.780 0.278

=====

(13)
This record from the OMol25 dataset describes a 2-piece molecular cluster, C2H5NS overall in a non-equilibrium geometry. The level of theory is the ωB97M-V functional and the def2-TZVPD basis.

Calculated values
* frontier orbital gap (spin up / spin down): 9.102 / 7.389 eV
* net charge: 0
* LUMO energy (spin up / spin down): 0.155 / -1.128 eV

Each line ends with the Mulliken charge.
CARTESIAN COORDINATES (ANGSTROEM)
C: 2.282 0.658 0.007  -0.343
C: 1.050 1.091 0.032  -0.408
N: -3.130 1.067 0.351  -0.485
S: -1.919 -0.049 -0.204  -0.065
H: 3.157 1.200 0.374  0.256
H: 2.542 -0.269 -0.585  0.179
H: 0.481 1.898 0.463  0.315
H: -3.417 1.642 -0.478  0.276
H: -3.935 0.622 0.793  0.275

Forces on atoms 1 to 2 (eV/Å):
C 0.090 -0.915 -1.311
C 0.297 -0.078 0.443

=====

(14)
This record from the OMol25 dataset describes a 2-piece molecular cluster, C2H5NS overall in a non-equilibrium geometry. The level of theory is the ωB97M-V functional and the def2-TZVPD basis.

Calculated values
* frontier orbital gap (spin up / spin down): 7.019 / 9.023 eV
* net charge: 0
* spin multiplicity: 3
* LUMO energy (spin up / spin down): 0.201 / -1.093 eV
* ⟨S²⟩: 2.008

Each line ends with the Mulliken spin population.
CARTESIAN COORDINATES (ANGSTROEM)
C: -0.976 0.088 -0.013  0.618
C: -0.092 0.294 -1.181  0.007
N: 0.771 -0.692 1.677  1.038
S: -2.380 -0.238 0.597  0.359
H: -0.260 -0.230 -2.051  0.031
H: -0.003 1.318 -1.430  0.005
H: 0.836 -0.114 -0.843  0.001
H: 1.437 -0.523 0.897  -0.028
H: 0.668 0.097 2.346  -0.031

Forces on atoms 1 to 2 (eV/Å):
C -1.157 1.121 -0.392
C -0.095 -0.715 2.294

=====

(15)
This record from the OMol25 dataset describes C2H5NS2 as an isolated structure in a non-equilibrium geometry. The level of theory is the ωB97M-V functional and the def2-TZVPD basis.

Calculated values
* frontier orbital gap: 7.746 eV
* net charge: 0
* LUMO energy: -0.568 eV

Each line ends with the Mulliken charge.
CARTESIAN COORDINATES (ANGSTROEM)
C: -0.747 0.014 -0.071  0.231
C: 0.604 -0.792 0.488  -0.536
H: -1.427 1.910 0.138  0.210
H: 0.314 1.672 -0.431  0.217
H: 0.473 -0.583 1.679  0.296
H: 0.294 -1.800 0.192  0.305
H: 1.422 -1.189 -1.456  0.201
N: -0.649 1.358 0.028  -0.345
S: -2.332 -0.483 -0.273  -0.349
S: 2.048 -0.107 -0.293  -0.230

Forces on atoms 1 to 2 (eV/Å):
C -1.290 0.466 2.051
C -4.530 1.670 1.679

=====

(16)
This record from the OMol25 dataset describes C2H5NS2 as an isolated structure in a non-equilibrium geometry. The level of theory is the ωB97M-V functional and the def2-TZVPD basis.

Calculated values
* frontier orbital gap: 8.454 eV
* net charge: 0
* LUMO energy: -0.454 eV

Each line ends with the Mulliken charge.
CARTESIAN COORDINATES (ANGSTROEM)
C: 2.714 0.782 0.036  -0.742
C: -1.043 -0.226 -0.338  -0.251
H: 2.318 1.401 0.977  0.262
H: 2.811 1.860 -0.909  0.245
H: 3.956 0.135 0.472  0.254
H: -0.038 -0.827 1.478  0.295
H: -0.700 -0.089 -1.325  0.328
N: 0.074 -0.240 0.578  -0.201
S: 1.487 -0.514 -0.200  0.021
S: -2.668 0.255 0.016  -0.210

Forces on atoms 1 to 2 (eV/Å):
C 1.736 3.109 1.721
C -2.191 2.921 3.315

=====

(17)
This record from the OMol25 dataset describes a single C2H5NS2 molecule in a non-equilibrium geometry. The level of theory is the ωB97M-V functional and the def2-TZVPD basis.

Calculated values
* SMILES: CS/C=N\S
* frontier orbital gap: 8.839 eV
* net charge: 0
* LUMO energy: 0.676 eV

Each line ends with the Mulliken charge.
CARTESIAN COORDINATES (ANGSTROEM)
C: 1.897 -0.162 -0.022  -0.814
C: -0.916 0.863 -0.127  0.130
H: 2.468 -1.141 -0.263  0.264
H: 2.353 0.685 -0.687  0.283
H: 2.350 -0.139 1.053  0.298
H: -0.516 1.974 0.165  0.288
H: -2.354 -1.692 0.408  0.090
N: -2.149 0.700 -0.171  -0.311
S: 0.031 -0.605 -0.258  -0.114
S: -3.165 -0.483 -0.097  -0.113

Forces on atoms 1 to 2 (eV/Å):
C 1.813 -1.116 0.371
C 1.618 2.024 1.169

=====

(18)
This record from the OMol25 dataset describes a single C2H5NS2 molecule in a non-equilibrium geometry. The level of theory is the ωB97M-V functional and the def2-TZVPD basis.

Calculated values
* SMILES: CS/C=N/S
* frontier orbital gap: 8.583 eV
* net charge: 0
* LUMO energy: 0.259 eV

Each line ends with the Mulliken charge.
CARTESIAN COORDINATES (ANGSTROEM)
C: -1.727 -0.280 2.467  -0.813
C: 0.087 0.077 0.156  0.131
H: -1.005 0.339 3.002  0.315
H: -1.681 -1.327 2.819  0.306
H: -2.916 0.158 2.539  0.259
H: 0.545 -0.594 1.022  0.236
H: 2.100 0.999 -2.727  0.183
N: 0.524 0.365 -1.079  -0.409
S: -1.596 0.110 0.576  -0.042
S: 2.166 -0.167 -1.503  -0.165

Forces on atoms 1 to 2 (eV/Å):
C -2.856 1.538 -1.444
C 1.797 -2.013 -1.429

=====

(19)
This record from the OMol25 dataset describes a 2-piece molecular cluster, C2H5O2 overall in a non-equilibrium geometry. The level of theory is the ωB97M-V functional and the def2-TZVPD basis.

Calculated values
* frontier orbital gap: 5.935 eV
* net charge: -1
* LUMO energy: 3.751 eV

Each line ends with the Mulliken charge.
CARTESIAN COORDINATES (ANGSTROEM)
O: -1.105 0.126 -2.314  -1.106
H: -1.395 -0.581 -2.900  0.118
C: 0.401 -0.988 0.190  -0.719
C: 0.100 0.220 0.608  0.064
O: 0.746 0.619 1.816  -0.523
H: -0.164 -1.300 -0.701  0.276
H: 1.111 -1.728 0.507  0.284
H: -0.371 1.032 0.048  0.317
H: 0.530 1.495 2.120  0.290

Forces on atoms 1 to 2 (eV/Å):
O -0.020 0.000 0.076
H -0.051 0.043 -0.062

=====

(20)
This record from the OMol25 dataset describes a 2-piece molecular cluster, C2H5O2 overall in a non-equilibrium geometry. The level of theory is the ωB97M-V functional and the def2-TZVPD basis.

Calculated values
* frontier orbital gap: 5.615 eV
* net charge: -1
* LUMO energy: 3.593 eV

Each line ends with the Mulliken charge.
CARTESIAN COORDINATES (ANGSTROEM)
O: -1.930 -1.438 -2.040  -1.113
H: -2.317 -0.642 -1.651  0.126
C: -0.118 -0.192 0.443  -0.752
C: 1.155 0.148 0.585  0.230
O: 1.621 1.419 0.827  -0.532
H: -0.417 -1.209 0.256  0.185
H: -0.901 0.494 0.712  0.253
H: 1.917 -0.606 0.438  0.301
H: 0.990 2.026 0.430  0.301

Forces on atoms 1 to 2 (eV/Å):
O -0.012 0.050 0.148
H 0.015 -0.065 -0.065